{"formula": "C19H12F6FeO5S", "method": "the ωB97M-V functional and the def2-TZVPD basis", "symbols": ["H", "H", "C", "S", "O", "C", "C", "C", "C", "F", "F", "F", "C", "H", "H", "C", "H", "O", "H", "F", "C", "O", "Fe", "O", "C", "C", "H", "C", "F", "O", "H", "C", "C", "C", "F", "C", "C", "H", "C", "C", "H", "H", "H", "C"], "coordinates": [[0.411, -1.483, 4.491], [0.087, 1.397, -0.093], [-5.260, 0.301, -3.044], [1.305, 1.241, -2.252], [1.876, 2.329, -1.477], [0.522, -0.738, 3.694], [1.360, 0.394, 3.967], [0.169, 0.429, -1.111], [-3.233, -0.887, -2.180], [-6.127, 0.446, -1.987], [-5.528, 1.323, -3.915], [3.156, -0.405, -1.319], [-1.826, 1.527, -2.118], [-1.691, -0.011, 1.107], [-1.292, 2.480, -2.122], [-0.536, -0.675, 2.745], [0.628, -0.541, -0.883], [4.997, -0.752, 1.496], [2.697, 1.812, 3.139], [2.236, -1.056, -3.204], [-3.829, 0.301, -2.585], [3.705, -3.051, 4.734], [2.589, -1.024, 3.133], [0.734, 1.445, -3.553], [2.681, 0.016, -2.518], [4.100, -0.682, 2.228], [-3.644, 2.441, -2.795], [1.540, 0.986, 1.508], [-5.607, -0.859, -3.680], [2.174, -2.908, 0.950], [-1.411, -1.786, -1.438], [1.913, 1.078, 2.885], [-1.202, 0.343, -1.703], [-0.692, 0.063, 1.576], [3.673, 0.609, -3.199], [0.271, 0.844, 0.917], [2.207, -2.177, 1.847], [1.592, 0.682, 4.997], [-1.914, -0.863, -1.744], [-3.152, 1.514, -2.523], [-1.400, -1.329, 3.008], [-3.793, -1.818, -2.193], [2.398, 1.151, 0.820], [3.119, -2.108, 4.394]], "mulliken_charge": [0.662, 0.092, 0.856, 1.148, -0.637, 0.124, -0.971, -0.918, -0.901, -0.250, -0.262, -0.174, -0.223, 0.389, 0.408, -0.703, 0.767, -0.320, 0.367, -0.220, 0.349, -0.354, 0.245, -0.602, 0.636, 0.425, 0.410, -0.363, -0.263, -0.369, 0.441, -0.791, 0.202, -0.036, -0.204, 0.434, 0.260, 0.428, -0.372, -1.049, 0.287, 0.410, 0.556, 0.085], "homo_lumo_gap_ev": [6.0351, 6.5418], "multiplicity": 5, "de_lowest_kj_mol": 197.4, "s2": 6.103, "lumo_energy_ev": [-0.4, -2.5], "e_homo_ev": [-6.40, -9.01], "e_tot_ha": -3368.2393}